No. 1
Below is C23H29FN2O2 in the gas phase, with properties calculated with ωB97M-V/def2-TZVPD.

Atoms and positions in Å:
C (2.41, 4.23, -0.22)
O (2.17, 3.10, -1.03)
C (3.24, 2.43, -1.54)
C (4.57, 2.74, -1.28)
C (5.59, 1.98, -1.83)
C (5.30, 0.91, -2.64)
C (3.98, 0.59, -2.91)
C (2.93, 1.33, -2.37)
C (1.54, 1.03, -2.65)
C (1.05, -0.17, -2.97)
C (-0.42, -0.43, -3.15)
N (-1.12, -0.81, -1.93)
C (-1.17, 0.25, -0.94)
C (-2.11, -0.18, 0.19)
N (-1.74, -1.44, 0.81)
C (-0.64, -1.31, 1.76)
C (-1.04, -0.45, 2.93)
C (-2.10, -0.84, 3.74)
C (-2.50, -0.06, 4.81)
C (-1.81, 1.12, 5.06)
F (-2.19, 1.89, 6.11)
C (-0.76, 1.53, 4.27)
C (-0.38, 0.74, 3.20)
C (-1.53, -2.49, -0.19)
C (-2.87, -2.98, -0.75)
C (-3.78, -3.54, 0.35)
O (-4.25, -2.56, 1.23)
C (-0.60, -2.02, -1.32)
H (2.96, 3.97, 0.69)
H (2.96, 5.01, -0.76)
H (1.43, 4.61, 0.05)
H (4.82, 3.58, -0.65)
H (6.61, 2.25, -1.61)
H (6.10, 0.32, -3.07)
H (3.75, -0.24, -3.56)
H (0.86, 1.87, -2.56)
H (1.69, -1.03, -3.02)
H (-0.92, 0.47, -3.53)
H (-0.57, -1.24, -3.87)
H (-1.57, 1.15, -1.41)
H (-0.17, 0.49, -0.54)
H (-2.14, 0.59, 0.96)
H (-3.12, -0.29, -0.22)
H (0.28, -0.90, 1.31)
H (-0.40, -2.31, 2.13)
H (-2.62, -1.76, 3.54)
H (-3.32, -0.35, 5.45)
H (-0.25, 2.46, 4.49)
H (0.44, 1.05, 2.57)
H (-1.05, -3.33, 0.32)
H (-2.66, -3.78, -1.47)
H (-3.37, -2.18, -1.28)
H (-3.23, -4.32, 0.90)
H (-4.66, -4.00, -0.10)
H (-3.48, -2.00, 1.45)
H (-0.54, -2.80, -2.08)
H (0.42, -1.87, -0.91)

Summary:
net charge	0
DFT total energy	-1253.64255	hartree
SMILES	COc1ccccc1/C=C/CN1CCN(Cc2ccc(F)cc2)[C@@H](CCO)C1
HOMO level	-0.303	Ha
Kohn-Sham gap	8.805	eV
LUMO energy	0.547	eV

No. 2
Below is 3 unconnected molecules or ions with the total composition C23H29FN3O8S in a non-equilibrium geometry, with properties calculated with ωB97M-V/def2-TZVPD.

Atoms and positions in Å:
C (3.57, -1.08, -1.27)
C (2.73, -1.58, 0.09)
F (2.50, -3.06, -0.13)
C (1.32, -0.74, 0.09)
N (0.64, -1.25, -1.16)
C (0.14, -0.23, -1.94)
S (-0.50, 1.15, -2.72)
N (1.55, 0.76, 0.27)
C (0.38, 1.45, 1.01)
C (-0.05, 0.34, 2.18)
C (0.19, -1.03, 1.24)
C (0.08, -2.49, 1.96)
C (1.32, -2.89, 2.95)
C (1.57, -1.86, 4.20)
C (2.97, -1.03, 3.85)
N (3.35, -0.04, 4.93)
H (4.72, -1.28, -1.17)
H (3.43, 0.05, -1.50)
H (3.15, -1.67, -2.22)
H (3.40, -1.37, 1.04)
H (2.28, 0.78, 1.05)
H (1.96, 1.32, -0.50)
H (-0.61, 1.62, 0.40)
H (0.61, 2.44, 1.59)
H (0.75, 0.54, 3.02)
H (-1.13, 0.58, 2.54)
H (-0.81, -1.01, 0.59)
H (0.00, -3.32, 1.10)
H (-0.96, -2.53, 2.53)
H (2.35, -3.05, 2.42)
H (1.04, -3.94, 3.44)
H (0.67, -1.14, 4.44)
H (1.77, -2.50, 5.16)
H (3.88, -1.78, 3.68)
H (2.74, -0.40, 2.87)
H (4.30, 0.35, 4.65)
H (2.70, 0.79, 4.77)
C (-2.76, -4.07, -5.87)
C (-2.76, -4.26, -4.55)
C (-1.76, -3.58, -3.67)
O (-1.80, -3.76, -2.46)
C (-0.76, -2.71, -4.31)
C (-0.76, -2.53, -5.63)
C (-1.77, -3.18, -6.50)
O (-1.76, -2.98, -7.71)
O (0.18, -1.71, -6.23)
O (-3.68, -5.10, -3.95)
H (-3.48, -4.56, -6.52)
H (-0.03, -2.24, -3.66)
H (-0.03, -1.74, -7.19)
H (-3.47, -5.07, -2.99)
C (-3.57, 5.00, 0.47)
C (-2.41, 4.38, 0.21)
C (-1.15, 4.80, 0.87)
O (-0.10, 4.20, 0.63)
C (-1.20, 5.95, 1.79)
C (-2.35, 6.57, 2.04)
C (-3.62, 6.13, 1.41)
O (-4.67, 6.70, 1.67)
O (-2.40, 7.65, 2.90)
O (-2.35, 3.31, -0.67)
H (-4.50, 4.70, 0.00)
H (-0.27, 6.26, 2.24)
H (-3.35, 7.92, 2.92)
H (-1.41, 3.04, -0.69)

Summary:
net charge	+1
DFT total energy	-2157.53983	hartree
HOMO level	-0.430	Ha
Kohn-Sham gap	7.361	eV
LUMO energy	-4.349	eV

No. 3
Below is 2 unconnected molecules or ions with the total composition C23H29FN4O2P in a non-equilibrium geometry, with properties calculated with ωB97M-V/def2-TZVPD.

Atoms and positions in Å:
C (0.23, -2.28, 3.96)
C (0.92, -0.91, 3.75)
C (0.44, -0.20, 2.47)
C (0.64, 1.34, 2.53)
C (1.05, -0.80, 1.22)
C (2.44, -0.87, 1.05)
N (3.35, -0.35, 1.99)
C (3.94, 0.74, 1.66)
C (5.08, 1.26, 2.51)
C (3.57, 1.62, 0.47)
C (2.99, -1.47, -0.07)
C (2.13, -1.97, -1.05)
C (0.80, -1.87, -0.87)
P (-0.23, -2.51, -2.25)
N (0.72, -2.87, -3.43)
O (-1.28, -1.36, -2.66)
O (-0.94, -3.87, -1.76)
N (0.28, -1.30, 0.25)
C (-1.16, -1.22, 0.34)
C (-1.93, -2.30, 0.69)
C (-3.30, -2.24, 0.79)
N (-3.96, -1.11, 0.57)
C (-3.20, -0.07, 0.27)
C (-1.84, -0.03, 0.12)
H (-0.85, -2.12, 4.05)
H (0.49, -2.94, 3.12)
H (0.64, -2.73, 4.87)
H (0.68, -0.26, 4.60)
H (2.00, -1.09, 3.76)
H (-0.65, -0.33, 2.47)
H (0.07, 1.77, 1.69)
H (1.69, 1.62, 2.46)
H (0.26, 1.72, 3.48)
H (4.67, 2.01, 3.19)
H (5.77, 1.79, 1.85)
H (5.57, 0.46, 3.06)
H (3.99, 2.62, 0.64)
H (2.48, 1.74, 0.38)
H (4.01, 1.18, -0.43)
H (4.07, -1.50, -0.16)
H (2.57, -2.42, -1.94)
H (0.50, -2.32, -4.26)
H (-1.77, -1.60, -3.46)
H (-1.27, -4.33, -2.54)
H (-1.43, -3.25, 0.90)
H (-3.88, -3.12, 1.06)
H (-3.73, 0.88, 0.13)
H (-1.31, 0.89, -0.14)
F (-3.54, 2.64, -0.84)
C (-3.24, 2.82, -2.15)
C (-2.92, 1.72, -2.92)
C (-2.62, 1.91, -4.26)
C (-2.63, 3.19, -4.81)
C (-2.95, 4.28, -4.01)
C (-3.26, 4.09, -2.67)
H (-2.91, 0.73, -2.48)
H (-2.37, 1.06, -4.89)
H (-2.39, 3.33, -5.85)
H (-2.96, 5.28, -4.43)
H (-3.53, 4.93, -2.03)

Summary:
net charge	+1
DFT total energy	-1704.35717	hartree
HOMO level	-0.425	Ha
Kohn-Sham gap	7.554	eV
LUMO energy	-4.020	eV

No. 4
Below is C23H29N3O2S in the gas phase, with properties calculated with ωB97M-V/def2-TZVPD.

Atoms and positions in Å:
C (-0.08, -3.29, -1.51)
N (0.71, -3.32, -0.29)
C (0.64, -4.63, 0.33)
C (2.07, -2.88, -0.52)
C (2.80, -2.50, 0.77)
C (1.94, -1.70, 1.76)
N (0.94, -0.88, 1.10)
C (-0.39, -1.24, 1.23)
O (-0.75, -2.05, 2.06)
N (-1.28, -0.61, 0.39)
C (-2.68, -1.00, 0.51)
C (-3.40, -0.12, 1.50)
C (-4.01, 1.05, 1.08)
C (-4.64, 1.88, 2.00)
C (-4.66, 1.54, 3.34)
C (-4.05, 0.37, 3.76)
C (-3.42, -0.45, 2.85)
C (-0.98, 0.37, -0.57)
O (-1.85, 0.79, -1.30)
C (0.41, 0.77, -0.58)
C (1.03, 1.80, -1.35)
C (2.36, 1.90, -1.09)
S (2.90, 0.73, 0.10)
C (1.30, 0.11, 0.25)
C (3.34, 2.84, -1.71)
C (3.42, 2.68, -3.23)
C (2.22, 3.28, -3.97)
C (0.90, 2.53, -3.76)
C (0.32, 2.66, -2.34)
H (0.30, -3.97, -2.28)
H (-0.08, -2.28, -1.91)
H (-1.10, -3.57, -1.27)
H (1.19, -4.61, 1.27)
H (-0.40, -4.86, 0.55)
H (1.06, -5.42, -0.30)
H (2.67, -3.64, -1.05)
H (2.02, -2.00, -1.17)
H (3.69, -1.93, 0.49)
H (3.15, -3.40, 1.29)
H (2.58, -1.05, 2.37)
H (1.37, -2.37, 2.41)
H (-2.70, -2.04, 0.84)
H (-3.13, -0.90, -0.48)
H (-3.98, 1.32, 0.03)
H (-5.11, 2.79, 1.66)
H (-5.16, 2.18, 4.05)
H (-4.06, 0.11, 4.81)
H (-2.93, -1.36, 3.18)
H (3.06, 3.87, -1.47)
H (4.33, 2.65, -1.28)
H (4.32, 3.19, -3.58)
H (3.51, 1.62, -3.48)
H (2.44, 3.28, -5.04)
H (2.09, 4.32, -3.66)
H (0.17, 2.93, -4.46)
H (1.04, 1.47, -3.99)
H (0.39, 3.71, -2.03)
H (-0.73, 2.37, -2.35)

Summary:
net charge	0
DFT total energy	-1606.83101	hartree
SMILES	CN(C)CCCn1c(=O)n(Cc2ccccc2)c(=O)c2c3c(sc21)CCCCC3
HOMO level	-0.290	Ha
Kohn-Sham gap	8.459	eV
LUMO energy	0.561	eV

No. 5
Below is a molecular structure, C23H29N3O4PV in a non-equilibrium geometry, with properties calculated with ωB97M-V/def2-TZVPD.

Atoms and positions in Å:
V (0.46, -0.32, 0.05)
C (-2.95, 1.34, -2.04)
C (-3.44, 0.24, -2.73)
C (-2.85, -1.01, -2.52)
C (-1.80, -1.10, -1.66)
N (-1.29, -0.01, -1.01)
C (-1.86, 1.19, -1.22)
C (-1.17, -2.35, -1.18)
C (-1.40, -3.66, -1.52)
C (-0.75, -4.65, -0.79)
C (0.02, -4.35, 0.33)
C (0.17, -3.03, 0.66)
N (-0.32, -2.07, -0.17)
C (0.67, -2.42, 1.91)
C (1.15, -3.07, 3.01)
C (1.41, -2.34, 4.17)
C (1.19, -0.97, 4.19)
C (0.75, -0.35, 3.04)
N (0.49, -1.06, 1.92)
H (-3.40, 2.32, -2.16)
H (-4.27, 0.34, -3.41)
H (-3.23, -1.89, -3.02)
H (-1.42, 2.04, -0.72)
H (-2.09, -3.91, -2.32)
H (-0.90, -5.69, -1.06)
H (0.44, -5.13, 0.94)
H (1.29, -4.14, 2.99)
H (1.78, -2.84, 5.05)
H (1.37, -0.38, 5.08)
H (0.58, 0.71, 3.00)
C (5.35, 0.26, -1.47)
C (4.31, 0.13, -2.56)
C (4.70, 0.86, -3.82)
C (3.89, -1.30, -2.82)
O (3.02, 0.87, -2.10)
P (2.38, 1.05, -0.75)
O (0.87, 1.34, -0.88)
O (2.18, -0.38, -0.01)
O (3.13, 1.92, 0.24)
C (3.29, 3.47, 0.27)
C (4.44, 3.67, 1.22)
C (3.60, 3.94, -1.13)
C (1.99, 4.02, 0.80)
H (6.26, -0.22, -1.82)
H (5.05, -0.23, -0.54)
H (5.59, 1.31, -1.27)
H (5.58, 0.39, -4.24)
H (4.93, 1.91, -3.62)
H (3.90, 0.82, -4.56)
H (4.78, -1.87, -3.08)
H (3.19, -1.35, -3.65)
H (3.45, -1.76, -1.94)
H (5.32, 3.12, 0.90)
H (4.18, 3.35, 2.23)
H (4.69, 4.73, 1.25)
H (4.52, 3.49, -1.51)
H (3.74, 5.02, -1.11)
H (2.79, 3.73, -1.84)
H (1.72, 3.55, 1.74)
H (1.17, 3.91, 0.08)
H (2.13, 5.08, 0.98)

Summary:
net charge	+3
DFT total energy	-2643.64507	hartree
HOMO level (alpha / beta)	-0.682 / -0.682	Ha
Kohn-Sham gap (alpha / beta)	6.538 / 6.899	eV
expectation value of S²	0.76
2S+1	2
LUMO energy (alpha / beta)	-12.015 / -11.651	eV

No. 6
Below is a molecular structure, C23H29NO in a non-equilibrium geometry, with properties calculated with ωB97M-V/def2-TZVPD.

Atoms and positions in Å:
O (-1.46, -0.64, 3.16)
H (-1.16, 0.27, 2.87)
C (-2.53, -0.90, 2.36)
C (-2.53, -0.91, 0.82)
C (-1.54, -2.09, 0.20)
N (-1.55, -2.02, -1.04)
C (-2.84, -2.55, -1.46)
C (-3.90, -1.44, -1.38)
C (-4.01, -1.24, 0.16)
H (-4.65, -0.54, 0.49)
H (-4.34, -2.00, 0.74)
H (-3.79, -0.41, -1.85)
H (-4.80, -2.03, -1.74)
H (-2.65, -2.41, -2.67)
H (-3.00, -3.45, -1.36)
C (-0.42, -2.73, -1.43)
C (0.94, -2.07, -1.29)
C (1.81, -2.28, -0.37)
C (3.15, -1.34, -0.24)
C (3.10, -0.03, -0.32)
C (4.23, 0.62, -0.24)
C (5.25, 0.08, 0.56)
C (5.29, -1.25, 0.74)
C (4.08, -2.02, 0.58)
H (4.09, -2.96, 0.39)
H (6.23, -1.85, 1.12)
H (6.28, 0.36, 0.63)
H (4.36, 1.85, -0.39)
H (2.20, 0.40, -0.75)
H (1.79, -3.19, 0.18)
H (1.00, -0.91, -1.99)
H (-0.31, -3.71, -1.18)
H (-0.45, -2.84, -2.61)
H (-0.60, -1.80, 0.73)
H (-1.88, -2.97, 0.75)
C (-2.18, 0.77, 0.49)
H (-2.71, 0.83, -0.64)
H (-2.62, 1.27, 1.49)
C (-0.75, 0.90, 0.26)
C (-0.65, 2.44, 0.02)
C (-0.08, 3.14, 1.07)
C (-0.14, 4.63, 0.85)
C (-0.32, 4.97, -0.65)
C (-0.64, 3.98, -1.64)
C (-0.85, 2.84, -1.44)
H (-0.88, 2.02, -2.15)
H (-0.68, 4.36, -2.63)
H (0.03, 5.92, -0.87)
H (0.32, 5.34, 1.28)
H (-0.11, 2.93, 1.96)
H (-0.12, 0.64, 1.08)
H (-0.37, 0.29, -0.64)
H (-2.70, -1.96, 2.57)
H (-3.46, -0.45, 2.83)

Summary:
net charge	0
DFT total energy	-1023.21737	hartree
HOMO level	-0.301	Ha
Kohn-Sham gap	8.913	eV
LUMO energy	0.713	eV

No. 7
Below is C23H29NO3 in the gas phase, with properties calculated with ωB97M-V/def2-TZVPD.

Atoms and positions in Å:
C (7.72, 2.28, -2.13)
C (6.33, 2.14, -1.54)
C (6.34, 2.27, -0.02)
C (4.95, 2.10, 0.58)
O (4.54, 0.76, 0.37)
C (3.30, 0.38, 0.76)
C (2.37, 1.20, 1.39)
C (1.13, 0.69, 1.72)
C (0.78, -0.62, 1.44)
C (-0.60, -1.05, 1.77)
O (-1.24, -0.55, 2.68)
N (-1.11, -2.04, 0.98)
C (-2.53, -2.27, 0.92)
C (-3.19, -1.54, -0.28)
C (-2.66, -0.11, -0.25)
C (-3.19, 0.82, 0.63)
C (-2.66, 2.09, 0.74)
C (-1.56, 2.46, -0.02)
C (-1.01, 1.54, -0.89)
C (-1.55, 0.27, -1.00)
C (-4.72, -1.61, -0.14)
C (-5.39, -1.00, -1.37)
O (-5.03, -1.68, -2.55)
C (-3.64, -1.65, -2.76)
C (-2.87, -2.29, -1.59)
C (1.73, -1.44, 0.83)
C (2.97, -0.95, 0.50)
H (7.69, 2.18, -3.22)
H (8.38, 1.51, -1.74)
H (8.15, 3.25, -1.89)
H (5.91, 1.17, -1.80)
H (5.67, 2.91, -1.96)
H (7.00, 1.51, 0.40)
H (6.73, 3.25, 0.27)
H (4.25, 2.79, 0.10)
H (4.98, 2.32, 1.66)
H (2.60, 2.23, 1.62)
H (0.40, 1.32, 2.21)
H (-0.58, -2.31, 0.17)
H (-2.94, -1.88, 1.86)
H (-2.72, -3.35, 0.86)
H (-4.03, 0.56, 1.26)
H (-3.09, 2.79, 1.44)
H (-1.13, 3.44, 0.08)
H (-0.14, 1.80, -1.48)
H (-1.08, -0.42, -1.69)
H (-5.07, -1.10, 0.76)
H (-5.01, -2.66, -0.06)
H (-6.47, -1.09, -1.30)
H (-5.11, 0.06, -1.45)
H (-3.46, -2.21, -3.68)
H (-3.30, -0.61, -2.90)
H (-1.81, -2.31, -1.82)
H (-3.21, -3.32, -1.48)
H (1.51, -2.49, 0.63)
H (3.71, -1.58, 0.03)

Summary:
net charge	0
DFT total energy	-1174.32049	hartree
SMILES	CCCCOc1ccc(C(=O)NCC2(c3ccccc3)CCOCC2)cc1
HOMO level	-0.314	Ha
Kohn-Sham gap	9.205	eV
LUMO energy	0.649	eV

No. 8
Below is a molecular structure, C23H29NO5S in a non-equilibrium geometry, with properties calculated with ωB97M-V/def2-TZVPD.

Atoms and positions in Å:
C (1.07, 3.75, -0.49)
C (1.87, 2.49, -0.78)
C (2.64, 2.01, 0.45)
N (1.76, 1.89, 1.60)
C (1.94, 0.73, 2.48)
C (0.61, 0.26, 3.15)
C (-0.59, 0.57, 2.50)
C (-1.80, -0.03, 2.86)
C (-1.79, -1.05, 3.83)
C (-0.60, -1.36, 4.48)
C (0.56, -0.61, 4.24)
C (1.11, 3.10, 2.01)
C (0.28, 3.67, 0.84)
H (1.76, 4.60, -0.44)
H (0.38, 3.95, -1.31)
H (1.20, 1.68, -1.09)
H (2.58, 2.64, -1.61)
H (3.10, 1.03, 0.25)
H (3.46, 2.72, 0.68)
H (2.21, -0.08, 1.75)
H (-0.55, 1.28, 1.67)
H (-2.70, 0.26, 2.32)
H (-2.71, -1.60, 4.04)
H (-0.54, -2.20, 5.18)
H (1.39, -0.69, 4.93)
H (0.49, 2.93, 2.90)
H (1.86, 3.86, 2.30)
H (-0.12, 4.66, 1.11)
H (-0.59, 3.02, 0.69)
C (3.65, -2.64, 6.76)
C (3.62, -2.43, 5.28)
O (3.36, -1.03, 5.02)
C (3.50, -0.70, 3.71)
C (3.10, 0.73, 3.33)
O (4.13, 1.51, 2.94)
C (5.45, 1.01, 2.56)
S (2.94, 1.75, 5.47)
C (3.84, 3.36, 5.55)
C (5.22, 3.32, 5.66)
C (5.92, 4.53, 5.61)
C (5.21, 5.74, 5.53)
C (3.81, 5.75, 5.48)
C (3.11, 4.54, 5.51)
O (1.51, 1.96, 5.64)
O (3.65, 1.09, 6.56)
O (3.94, -1.50, 2.89)
H (3.87, -3.69, 6.92)
H (4.43, -2.03, 7.22)
H (2.71, -2.42, 7.27)
H (4.60, -2.65, 4.84)
H (2.85, -3.05, 4.80)
H (5.77, 1.75, 1.81)
H (6.09, 1.06, 3.45)
H (5.39, 0.00, 2.12)
H (5.74, 2.38, 5.80)
H (7.01, 4.51, 5.66)
H (5.77, 6.68, 5.50)
H (3.26, 6.69, 5.44)
H (2.02, 4.51, 5.52)

Summary:
net charge	0
DFT total energy	-1722.84290	hartree
HOMO level	-0.302	Ha
Kohn-Sham gap	8.013	eV
LUMO energy	-0.200	eV